(1)
{
  "formula": "C9H6NO2S",
  "method": "ωB97M-V with the def2-TZVPD basis set",
  "symbols": ["H", "S", "C", "C", "O", "N", "C", "H", "O", "C", "H", "H", "H", "C", "C", "C", "C", "C", "H"],
  "positions_angstrom": [[0.8822, -2.6995, -0.3493], [-4.5533, 1.6936, -0.7222], [-1.3548, -0.0446, 0.3202], [-0.4069, 0.8339, 0.9993], [4.8041, 0.6803, -1.6884], [-2.6034, 0.2933, 0.2922], [1.3903, -0.6665, 0.3593], [-3.5628, 1.6676, -1.6916], [4.8960, 1.2910, 0.5366], [0.9460, 0.6078, 0.8568], [-2.7664, -1.8739, -0.9475], [-0.9494, 1.6537, 1.4735], [1.7713, 1.0772, 1.4309], [-3.8191, 0.5009, 0.5274], [-0.9002, -1.3472, -0.2265], [4.8440, 0.9617, -0.5710], [-1.6590, -2.2598, -0.9735], [0.5301, -1.6033, -0.1210], [2.5114, -0.7662, 0.4949]],
  "nbo_charge": [0.22, -0.18, 0.20, -0.26, -0.51, -0.45, -0.35, 0.10, -0.52, -0.19, 0.10, 0.21, 0.20, -0.03, -0.34, 1.03, -0.34, -0.08, 0.18],
  "charge": -1,
  "relative_energy_kj_mol": 524.49,
  "homo_energy_ev": [-3.240, -3.238],
  "homo_lumo_gap_ev": [5.57, 5.56],
  "lumo_energy_ev": [2.3, 2.3]
}

(2)
{
  "formula": "C9H7BiCl2FeNO3",
  "method": "ωB97M-V with the def2-TZVPD basis set",
  "symbols": ["C", "O", "C", "C", "Bi", "C", "O", "Fe", "C", "H", "O", "H", "C", "H", "C", "H", "H", "Cl", "C", "C", "H", "H", "N", "Cl"],
  "positions_angstrom": [[0.3998, 0.4098, 3.7062], [-0.5155, 1.1153, -5.0472], [1.0099, -0.7698, 1.6704], [1.9980, 2.2366, 0.2309], [0.9406, 1.3927, -1.6344], [1.3294, -0.3408, 2.9426], [1.9904, 3.1866, 0.9077], [-1.3898, -1.6976, -4.6485], [-1.1914, 0.2395, 1.8722], [0.6528, 0.7528, 4.7221], [1.4385, -2.3332, -4.4729], [-2.1758, 0.4805, 1.4164], [0.2717, -2.2193, -4.3384], [1.7367, -1.3169, 1.0575], [-0.2100, -0.4106, 1.1111], [-1.6090, 1.2121, 3.7682], [-0.0836, -1.5118, -0.5927], [-2.4419, -2.1081, -2.7761], [-0.8020, 0.0550, -4.5897], [-0.8745, 0.6723, 3.1640], [-1.3796, -0.5317, -0.5967], [2.3163, -0.5581, 3.3844], [-0.4077, -0.6070, -0.2798], [-1.0033, 2.6518, -0.9772]],
  "nbo_charge": [-0.21, -0.26, -0.06, 0.45, 1.68, -0.02, -0.17, 1.27, 0.00, 0.32, -0.24, 0.28, 0.37, 0.26, 0.01, 0.30, 0.44, -0.49, 0.36, 0.01, 0.45, 0.30, -0.79, -0.27],
  "charge": 4,
  "homo_energy_ev": [-23.416, -23.211],
  "homo_lumo_gap_ev": [6.02, 5.34],
  "lumo_energy_ev": [-17.4, -17.9],
  "spin_multiplicity": 6
}

(3)
{
  "formula": "C9H7BrI2",
  "method": "ωB97M-V with the def2-TZVPD basis set",
  "symbols": ["I", "C", "H", "H", "C", "C", "H", "I", "C", "C", "H", "C", "C", "Br", "H", "H", "C", "C", "H"],
  "positions_angstrom": [[3.6762, 0.5876, 1.6085], [0.0735, 0.9279, 0.6073], [-1.2547, 1.6962, 2.0332], [-0.8153, -2.6491, 1.8471], [-1.2759, -0.5414, 1.9861], [3.0859, 0.4752, -0.4198], [1.5862, 0.8535, -2.9531], [1.4649, -3.2056, 0.0341], [0.8076, -0.1515, 0.1665], [-0.6636, -1.6472, 1.3936], [2.2740, -0.7166, -2.8137], [1.8526, 0.1689, -0.8344], [0.4666, -1.4052, 0.6083], [4.3405, 1.1809, -1.6519], [0.6029, 1.8433, 0.2919], [-1.9626, -0.5727, 2.7831], [-0.9510, 0.7500, 1.5486], [1.6250, -0.0250, -2.3040], [0.6080, -0.2557, -2.5635]],
  "nbo_charge": [0.20, -0.18, 0.22, 0.23, -0.19, -0.25, 0.24, 0.13, -0.13, -0.25, 0.24, -0.10, -0.08, 0.09, 0.23, 0.22, -0.21, -0.67, 0.23],
  "relative_energy_kj_mol": 0.00,
  "homo_energy_ev": -9.032,
  "homo_lumo_gap_ev": 9.21,
  "lumo_energy_ev": 0.2
}

(4)
{
  "formula": "C9H7N2O5PmS",
  "method": "ωB97M-V with the def2-TZVPD basis set",
  "symbols": ["O", "C", "H", "C", "H", "C", "C", "O", "H", "C", "C", "C", "H", "O", "Pm", "H", "C", "N", "N", "O", "H", "O", "H", "S", "C"],
  "positions_angstrom": [[2.6541, 0.5534, -3.7946], [1.0479, -0.2852, 1.1822], [-0.6002, -2.1049, 3.4519], [0.9528, -0.0073, 3.4034], [0.7065, -0.2932, 4.4338], [1.9877, 0.8996, -2.9165], [-1.5922, 0.3454, -2.6305], [-2.8996, 1.2029, 0.6140], [2.4884, 1.2316, 0.9663], [-0.4633, -1.8457, 2.3818], [-1.5963, -1.0891, -3.2589], [1.7982, 0.9368, 2.9356], [2.3196, 1.7288, 3.4385], [-1.2198, -2.0479, -2.5785], [0.4560, 1.6175, -0.8827], [-0.0574, -2.7296, 1.8562], [-0.3673, 1.4296, -3.3076], [0.5320, -0.7678, 2.3242], [1.7881, 0.7997, 1.5492], [-0.6438, 1.8062, -4.4012], [-1.4167, -1.5298, 1.8976], [-2.6696, 0.8114, -2.2491], [-2.0767, -1.0234, -4.2510], [0.7473, -1.0311, -0.2836], [-1.8756, 1.3921, 0.1196]],
  "nbo_charge": [-0.34, 0.16, 0.26, -0.02, 0.28, 0.45, 0.30, -0.31, 0.43, -0.43, 0.34, -0.06, 0.28, -0.44, 1.53, 0.26, 0.21, -0.31, -0.57, -0.38, 0.24, -0.46, 0.19, -0.06, 0.46],
  "charge": 2,
  "relative_energy_kj_mol": 72.98,
  "homo_energy_ev": [-14.665, -14.924],
  "homo_lumo_gap_ev": [5.76, 6.37],
  "lumo_energy_ev": [-8.9, -8.5],
  "spin_multiplicity": 5
}